126
Properties=species:S:1:pos:R:3:lowdin_charge:R:1 method="wB97M-V/def2-TZVPD" smiles="O=[N+]([O-])c1ccccc1.O=[N+]([O-])c1ccccc1.O=[N+]([O-])c1ccccc1.CC(C)=O.CC(C)=O.COCCOC.COCCOC.COCCOC.COCCOC" homo_ev=-9.39 fmax_ha_per_bohr=0.064 total_charge=0 total_energy_ha=-2931.93687
O -2.0972 1.0557 0.3873 0.072
N -1.0842 0.9414 1.0257 -0.317
O -0.9909 1.2707 2.1850 0.069
C 0.0814 0.4605 0.3149 -0.167
C 0.0758 0.3313 -1.0322 -0.001
C 1.2420 -0.0593 -1.7006 -0.017
C 2.3953 -0.4005 -0.9489 -0.047
C 2.3510 -0.2921 0.4338 -0.060
C 1.1801 0.1412 1.0652 0.008
H -0.8472 0.5374 -1.6142 0.111
H 1.2072 -0.0058 -2.7957 0.094
H 3.3094 -0.5723 -1.5106 0.098
H 3.2310 -0.4947 1.0212 0.100
H 1.1658 0.3112 2.1525 0.116
O -4.4719 5.8006 -3.8117 0.070
N -4.0459 5.1284 -2.8870 -0.343
O -3.2146 5.5357 -2.0995 0.074
C -4.6634 3.8126 -2.6836 -0.168
C -5.7799 3.4663 -3.4082 0.016
C -6.3525 2.2047 -3.1566 -0.046
C -5.7568 1.3739 -2.2107 -0.061
C -4.6059 1.7567 -1.5116 -0.067
C -4.0835 3.0147 -1.7416 -0.039
H -6.1275 4.1043 -4.2033 0.117
H -7.1762 1.7561 -3.6910 0.105
H -6.2364 0.4178 -2.0765 0.107
H -4.0937 1.0877 -0.7863 0.092
H -3.1450 3.3263 -1.3187 0.109
O -3.1342 -0.1880 7.0164 0.101
N -2.7102 0.3199 6.0249 -0.330
O -2.9089 -0.1155 4.8596 0.034
C -1.8399 1.5169 6.1886 -0.151
C -1.4893 2.2044 5.0333 -0.023
C -0.5583 3.2422 5.0966 -0.060
C -0.0784 3.5880 6.3557 -0.081
C -0.4538 2.8719 7.4970 -0.069
C -1.3572 1.8060 7.4466 -0.001
H -1.8458 1.8435 4.0963 0.064
H -0.2541 3.7346 4.1618 0.114
H 0.6873 4.3899 6.4852 0.119
H 0.0311 3.1267 8.4562 0.115
H -1.6340 1.2842 8.3358 0.115
C -4.4201 2.6302 2.6201 -0.031
C -4.4249 3.8194 1.7098 -0.537
C -2.9986 4.3333 1.5469 -0.020
O -5.3355 4.3355 1.1850 0.111
H -3.4992 2.0574 2.4236 0.046
H -5.2400 1.8930 2.5922 0.090
H -4.3597 2.9669 3.7043 0.110
H -2.4182 3.6961 0.8917 0.060
H -2.5795 4.4476 2.5588 0.079
H -2.9992 5.3479 1.1641 0.080
C 3.4346 3.4712 1.9993 -0.012
C 3.9060 2.1788 2.5561 -0.547
C 3.5284 1.7624 3.9464 -0.005
O 4.6719 1.5157 1.9313 0.069
H 2.7336 3.2384 1.1792 0.095
H 4.2468 3.9714 1.4768 0.090
H 2.9687 4.1149 2.7228 0.069
H 4.3741 2.0250 4.6015 0.104
H 3.5098 0.6932 3.8639 0.073
H 2.5949 2.2047 4.2879 0.069
C -2.9144 -1.1250 -2.6938 -0.089
O -3.4225 -2.4836 -2.6382 -0.200
C -3.4230 -3.0160 -1.2387 -0.127
C -2.2072 -3.9352 -0.9895 -0.198
O -1.0998 -3.1643 -0.5875 -0.195
C 0.1122 -3.8484 -0.6858 -0.125
H -3.1016 -0.6818 -3.7042 0.099
H -1.8420 -1.1308 -2.5013 0.065
H -3.3981 -0.5208 -1.8872 0.060
H -4.3487 -3.5187 -1.1726 0.103
H -3.3908 -2.1904 -0.5464 0.109
H -1.9729 -4.3358 -1.9852 0.126
H -2.4342 -4.7394 -0.2361 0.141
H 0.8985 -3.1841 -0.3196 0.072
H 0.2426 -4.1462 -1.7223 0.087
H 0.1151 -4.7631 -0.1127 0.088
C 2.9115 -0.3984 -5.1215 -0.152
O 1.5904 -0.0689 -5.3152 -0.185
C 1.4447 1.3483 -5.3572 -0.215
C -0.0091 1.7399 -5.5249 -0.202
O -0.6989 1.3694 -4.3364 -0.176
C -1.9096 2.0593 -4.2471 -0.119
H 2.9899 -1.4720 -5.2367 0.067
H 3.3460 -0.0920 -4.1198 0.096
H 3.5487 0.1364 -5.9332 0.119
H 1.9417 1.6985 -6.2893 0.133
H 1.8419 1.8204 -4.4427 0.133
H -0.3582 1.3000 -6.4921 0.142
H -0.0825 2.8402 -5.6619 0.131
H -1.7823 3.1487 -4.1420 0.103
H -2.2187 1.7804 -3.2676 0.051
H -2.6764 1.7806 -4.9423 0.097
C 3.3110 -4.6797 -1.7586 -0.077
O 3.8744 -4.6601 -3.1120 -0.165
C 4.8816 -3.6438 -3.1937 -0.219
C 5.1200 -3.2537 -4.5840 -0.223
O 5.8515 -4.3116 -5.1995 -0.165
C 5.5407 -4.3712 -6.5993 -0.101
H 2.7478 -3.7642 -1.5905 0.059
H 4.0386 -4.8228 -0.9814 0.082
H 2.5789 -5.4809 -1.7538 0.088
H 5.7619 -3.9097 -2.6017 0.137
H 4.5140 -2.8499 -2.5781 0.094
H 5.6572 -2.2966 -4.6283 0.137
H 4.2060 -3.1510 -5.1417 0.092
H 4.4753 -4.5516 -6.7654 0.086
H 6.1571 -5.0089 -7.2330 0.086
H 5.6390 -3.3623 -7.0426 0.084
C 2.6169 -3.7100 2.4028 -0.110
O 1.9954 -4.4412 3.4019 -0.179
C 2.2118 -4.0799 4.7269 -0.193
C 1.3003 -2.9428 5.2347 -0.222
O 1.5269 -1.7216 4.6047 -0.201
C 0.5199 -0.8083 4.9831 -0.110
H 3.7056 -3.6648 2.5452 0.093
H 2.2387 -2.6931 2.5012 0.070
H 2.3894 -4.1872 1.4337 0.084
H 3.2693 -3.7389 4.8508 0.137
H 1.9713 -4.9290 5.3511 0.121
H 1.5515 -2.7140 6.3099 0.135
H 0.2285 -3.1862 5.2128 0.129
H 0.7868 0.1046 4.5179 0.050
H 0.5246 -0.6632 6.0978 0.109
H -0.4990 -1.0520 4.6278 0.094

***

151
Properties=species:S:1:pos:R:3:lowdin_charge:R:1 method="wB97M-V/def2-TZVPD" homo_ev=-4.53 fmax_ha_per_bohr=0.038 total_charge=-1 total_energy_ha=-6206.29723
C 8.9663 -6.6937 0.0878 -0.066
C 10.0037 -6.1026 -0.8570 -0.274
O 9.6209 -4.8125 -1.3094 -0.143
C 10.0303 -3.8066 -0.4135 -0.198
C 9.0628 -2.6093 -0.4224 -0.193
O 7.7860 -3.0149 -0.8292 -0.133
C 7.0597 -1.9677 -1.4565 -0.176
C 5.5775 -2.3377 -1.3973 -0.183
O 4.9323 -1.7393 -0.3035 -0.112
C 4.5498 -0.3995 -0.5542 -0.186
C 3.1690 -0.2726 -1.1802 -0.277
O 2.1908 -1.0733 -0.5668 -0.016
B 1.4112 -0.2991 0.4421 -0.771
C -0.1735 -0.0995 0.0839 -0.102
C -1.2354 -0.5141 1.1138 -0.310
C -1.4594 -2.0212 1.1497 -0.493
S -2.3205 -2.5120 -0.3711 0.967
C -2.5699 -4.2301 -0.1630 -1.116
S -2.6412 -4.9271 1.3115 0.687
N -2.7138 -4.9060 -1.4055 -0.198
C -1.5422 -5.7805 -1.5915 -0.178
C -1.7714 -6.9207 -2.5480 -0.199
O -2.8978 -7.6716 -2.1238 -0.119
C -4.0192 -6.8470 -2.3448 -0.206
C -4.0137 -5.5968 -1.4833 -0.178
P 1.9702 -0.9578 2.2042 0.640
N 0.8644 -1.3794 3.2583 -0.204
O 2.8916 0.2146 2.8776 -0.187
O 2.9667 -2.2447 1.9824 -0.192
O 2.0641 1.0608 0.2822 -0.101
C 2.5676 1.1447 -1.0096 -0.534
C 1.6110 1.6818 -2.1174 -0.026
B 0.9709 0.7044 -3.1768 -0.631
O 0.5244 1.3044 -4.3366 0.146
O 0.7650 -0.6678 -3.0746 0.137
P 3.8461 2.5235 -0.7193 0.979
C 4.8128 2.7638 -2.2842 -0.298
C 2.7918 4.0305 -0.5037 -0.276
H 7.9944 -6.2960 -0.1761 0.082
H 8.9071 -7.7717 -0.0047 0.067
H 9.1979 -6.4114 1.1048 0.064
H 10.9690 -6.0187 -0.3575 0.108
H 10.1272 -6.7437 -1.7223 0.110
H 10.0364 -4.1919 0.6040 0.111
H 11.0452 -3.4715 -0.6306 0.120
H 9.4570 -1.8547 -1.1037 0.117
H 9.0336 -2.2274 0.5974 0.126
H 7.3544 -1.9491 -2.5104 0.126
H 7.2256 -1.0102 -0.9719 0.122
H 5.5508 -3.4059 -1.2157 0.128
H 5.0899 -2.1397 -2.3533 0.119
H 5.2965 0.1072 -1.1700 0.101
H 4.5464 0.1140 0.3995 0.110
H 3.2109 -0.6991 -2.1881 0.141
H -0.3302 0.9501 -0.1320 0.093
H -0.3767 -0.6325 -0.8453 0.067
H -2.1881 -0.0624 0.8199 0.088
H -1.0184 -0.1320 2.1006 0.084
H -2.1043 -2.2506 1.9824 0.049
H -0.5111 -2.5324 1.2398 0.067
H -0.7466 -5.1672 -2.0147 0.127
H -1.1406 -6.1808 -0.6647 0.097
H -0.9205 -7.5868 -2.4602 0.124
H -1.8699 -6.6112 -3.5883 0.122
H -4.8959 -7.4269 -2.0809 0.120
H -4.1134 -6.5897 -3.4032 0.119
H -4.7105 -4.9078 -1.9560 0.118
H -4.4470 -5.8388 -0.5177 0.080
H 1.0151 -2.3452 3.5296 -0.044
H 3.1577 -0.1587 3.7347 0.058
H 2.5257 -2.8719 1.3908 0.067
H 2.1240 2.4417 -2.6982 0.079
H 0.7884 2.2075 -1.6405 0.116
H 0.2296 0.6310 -4.9647 0.098
H 1.3271 -1.0964 -3.7375 0.111
H 5.7367 3.2867 -2.0740 0.015
H 4.2845 3.3672 -3.0262 0.022
H 5.0350 1.8172 -2.7588 0.019
H 2.5064 4.3937 -1.4905 0.023
H 1.8823 3.7002 -0.0184 0.034
H 3.3092 4.7874 0.0595 0.011
C 5.0876 9.7849 -0.0812 -0.066
C 3.7819 9.2165 0.4298 -0.191
O 2.7659 9.2412 -0.5897 0.032
C 2.7973 8.2342 -1.4580 -0.395
O 3.5840 7.3363 -1.4705 0.169
C 1.6252 8.3636 -2.4436 -0.533
F 1.4924 9.6291 -2.8824 0.154
F 0.4750 8.0104 -1.8456 0.166
F 1.8061 7.5751 -3.5033 0.171
H 4.9374 10.7877 -0.4810 0.080
H 5.8198 9.8313 0.7214 0.071
H 5.4939 9.1705 -0.8844 0.080
H 3.3974 9.8267 1.2448 0.125
H 3.9072 8.2039 0.8102 0.127
C -7.7655 -5.8061 2.3637 -0.051
C -8.7410 -6.5208 1.4538 -0.182
O -9.3446 -5.6025 0.5164 0.038
C -8.6240 -5.3231 -0.5589 -0.399
O -7.5402 -5.7535 -0.8191 0.171
C -9.4079 -4.3702 -1.4737 -0.522
F -9.9902 -3.3768 -0.7823 0.161
F -10.3865 -5.0306 -2.1238 0.157
F -8.6096 -3.8163 -2.3927 0.157
H -8.2541 -4.9819 2.8598 0.051
H -7.3787 -6.4920 3.1159 0.093
H -6.9250 -5.4019 1.7988 0.085
H -9.5645 -6.9368 2.0307 0.124
H -8.2667 -7.3438 0.9208 0.124
C 8.7910 11.2947 5.1608 -0.059
C 9.0867 12.4934 4.2856 -0.197
O 8.1346 12.5990 3.2099 0.032
C 6.9791 13.1795 3.5078 -0.399
O 6.6563 13.6176 4.5721 0.173
C 6.1004 13.2509 2.2492 -0.526
F 6.1200 12.0910 1.5705 0.150
F 6.5406 14.2195 1.4250 0.163
F 4.8328 13.5258 2.5625 0.171
H 8.7499 10.3855 4.5607 0.085
H 9.5634 11.1810 5.9203 0.083
H 7.8286 11.4016 5.6600 0.079
H 10.0581 12.3836 3.8085 0.125
H 9.1057 13.4173 4.8618 0.124
C -8.3359 -0.8614 -3.9936 -0.052
C -9.3038 -1.5772 -4.9099 -0.195
O -9.8902 -0.6706 -5.8673 0.032
C -9.1675 -0.4118 -6.9480 -0.404
O -8.0865 -0.8511 -7.2066 0.174
C -9.9532 0.5271 -7.8780 -0.533
F -10.5266 1.5310 -7.1947 0.160
F -10.9287 -0.1545 -8.5085 0.157
F -9.1539 1.0594 -8.8046 0.167
H -8.8238 -0.0153 -3.5085 0.086
H -7.9662 -1.5405 -3.2286 0.069
H -7.4835 -0.4698 -4.5479 0.082
H -10.1359 -1.9788 -4.3355 0.122
H -8.8296 -2.4118 -5.4241 0.126
C -8.5254 -4.2239 8.7741 -0.059
C -9.6153 -3.7576 7.8332 -0.199
O -9.0713 -2.9699 6.7584 0.035
C -8.5646 -3.6488 5.7371 -0.392
O -8.5191 -4.8393 5.6295 0.166
C -8.0684 -2.6696 4.6613 -0.529
F -7.3831 -1.6529 5.2020 0.172
F -9.1130 -2.1488 3.9889 0.162
F -7.2758 -3.2873 3.7821 0.160
H -7.9492 -3.3742 9.1404 0.085
H -8.9586 -4.7495 9.6243 0.081
H -7.8324 -4.8958 8.2688 0.079
H -10.3112 -3.1034 8.3542 0.124
H -10.1867 -4.5942 7.4338 0.124